Model 1:
# C3H4OS2

One molecule with the formula C3H4OS2 (ωB97M-V with the def2-TZVPD basis set, OMol25).

Geometry (Å):
1 C -0.017 -0.122 -1.284
2 C -0.453 0.303 -0.137
3 S 0.121 -0.269 1.473
4 C 1.636 0.646 1.376
5 O 1.916 1.375 0.527
6 S 2.591 0.305 2.807
7 H -0.186 0.330 -2.274
8 H 0.673 -0.904 -1.248
9 H -1.113 1.194 -0.079
10 H 1.840 -0.792 2.993

Values from the calculation:
SMILES string = C=CSC(=O)S
Gap between HOMO and LUMO = 0.381 hartree
Multiplicity = 1
LUMO energy = 0.6 eV
HOMO energy = -9.7 eV

Model 2:
# C3H4OS2

One molecule with the formula C3H4OS2 (ωB97M-V with the def2-TZVPD basis set, OMol25).

Geometry (Å):
1 C 0.776 0.116 -1.233
2 C -0.082 0.110 -0.102
3 C -0.884 -0.765 0.401
4 S -1.357 -0.541 2.194
5 S -0.772 1.426 2.165
6 O 0.437 1.198 1.125
7 H 1.374 0.983 -1.373
8 H 0.146 -0.062 -2.080
9 H 1.555 -0.754 -1.093
10 H -1.192 -1.710 -0.003

Values from the calculation:
SMILES string = CC1=CSSO1
Gap between HOMO and LUMO = 0.312 hartree
Multiplicity = 1
LUMO energy = 0.6 eV
HOMO energy = -7.9 eV

Model 3:
# C3H4OS2

One molecule with the formula C3H4OS2 (ωB97M-V with the def2-TZVPD basis set, OMol25).

Geometry (Å):
1 S 2.478 1.044 -0.348
2 C 2.104 -0.498 0.005
3 O 0.853 -1.005 0.186
4 C -0.165 -0.187 -0.116
5 C -1.440 -0.379 0.353
6 S -2.775 0.827 0.045
7 H 2.738 -1.333 0.176
8 H -0.024 0.704 -0.813
9 H -1.818 -1.081 0.971
10 H -1.949 1.910 -0.459

Values from the calculation:
SMILES string = S=CO/C=C/S
Gap between HOMO and LUMO = 0.305 hartree
Multiplicity = 1
LUMO energy = -0.2 eV
HOMO energy = -8.5 eV

Model 4:
# C3H4OS2

One molecule with the formula C3H4OS2 (ωB97M-V with the def2-TZVPD basis set, OMol25).

Geometry (Å):
1 O 0.469 -1.210 1.459
2 C 0.070 -1.473 0.366
3 C -0.029 -0.406 -0.765
4 S -0.836 -0.870 -2.085
5 C 0.378 0.935 -0.294
6 S -0.839 1.978 0.597
7 H -0.238 -2.518 0.011
8 H 0.504 1.468 -1.217
9 H 1.292 0.832 0.223
10 H -0.772 1.264 1.704

Values from the calculation:
SMILES string = O=CC(=S)CS
Gap between HOMO and LUMO = 0.286 hartree
Multiplicity = 1
LUMO energy = -1.5 eV
HOMO energy = -9.3 eV

What is the stability order? It is model 1, model 4, model 3, model 2, from most stable to least stable.

Model 1:
# C7H18

A 2-piece molecular cluster, C7H18 overall (ωB97M-V with the def2-TZVPD basis set, OMol25).

Geometry (Å):
1 C 2.081 0.333 -0.117
2 C 1.179 -0.784 0.504
3 C 1.722 -2.088 0.025
4 C 1.266 -0.689 2.084
5 H 2.982 0.330 0.478
6 H 1.596 1.304 -0.049
7 H 2.191 0.017 -1.154
8 H 0.130 -0.546 0.370
9 H 2.823 -2.056 0.073
10 H 1.558 -2.994 0.620
11 H 1.572 -2.325 -1.031
12 H 1.781 0.248 2.312
13 H 0.337 -0.794 2.635
14 H 1.958 -1.465 2.418
15 C -0.929 1.025 -1.432
16 C -2.363 0.578 -1.114
17 C -3.059 1.412 0.039
18 H -0.589 1.697 -0.651
19 H -0.843 1.359 -2.462
20 H -0.309 0.134 -1.370
21 H -2.953 0.855 -1.997
22 H -2.566 -0.484 -0.988
23 H -3.704 2.140 -0.448
24 H -3.623 0.827 0.755
25 H -2.239 1.965 0.499

Values from the calculation:
SMILES string = CC(C)C.CCC
Gap between HOMO and LUMO = 0.434 hartree
Multiplicity = 1
LUMO energy = 1.0 eV
HOMO energy = -10.8 eV

Model 2:
# C7H18

A 2-piece molecular cluster, C7H18 overall (ωB97M-V with the def2-TZVPD basis set, OMol25).

Geometry (Å):
1 C 0.875 2.057 -1.362
2 C -0.261 1.010 -1.285
3 C -1.340 1.510 -0.311
4 C -0.900 0.765 -2.624
5 H 1.042 2.647 -0.465
6 H 0.637 2.819 -2.148
7 H 1.846 1.661 -1.645
8 H 0.170 0.081 -0.833
9 H -1.812 2.494 -0.464
10 H -2.152 0.825 -0.057
11 H -0.813 1.808 0.624
12 H -0.325 0.033 -3.237
13 H -1.875 0.265 -2.485
14 H -0.985 1.617 -3.274
15 C 1.452 -0.913 2.195
16 C 0.289 -1.526 1.362
17 C -0.149 -2.904 1.901
18 H 2.283 -1.681 2.247
19 H 1.035 -0.872 3.207
20 H 1.687 0.066 1.779
21 H -0.485 -0.724 1.307
22 H 0.570 -1.506 0.307
23 H 0.050 -2.957 2.953
24 H -1.201 -3.138 1.542
25 H 0.520 -3.525 1.216

Values from the calculation:
SMILES string = CC(C)C.CCC
Gap between HOMO and LUMO = 0.436 hartree
Multiplicity = 1
LUMO energy = 1.0 eV
HOMO energy = -10.8 eV

What is the stability order? It is model 2, model 1, from most stable to least stable.